# 1
C6H14N2 | ωB97M-V/def2-TZVPD

Structure (XYZ):
```
22
Properties=species:S:1:pos:R:3
C 0.495 -1.188 -1.449
C -0.213 -0.657 -0.434
C 0.395 -0.541 0.961
C 1.894 -0.208 1.052
C 2.256 1.122 0.403
N -1.527 -0.202 -0.618
C -2.495 -0.081 0.476
N -1.739 0.595 -1.769
H 1.502 -1.566 -1.331
H 0.053 -1.280 -2.437
H 0.203 -1.477 1.499
H -0.124 0.247 1.520
H 2.500 -1.011 0.617
H 2.169 -0.159 2.113
H 2.093 1.104 -0.678
H 3.314 1.347 0.574
H 1.664 1.939 0.826
H -3.517 -0.060 0.080
H -2.429 -0.942 1.151
H -2.329 0.838 1.047
H -2.727 0.629 -2.018
H -1.439 1.553 -1.585
```

Values from the calculation:
SMILES = C=C(CCC)N(C)N
net charge = 0
calculated total energy = -9427.4216 eV
2S+1 = 1



# 2
C6H14N2 | ωB97M-V/def2-TZVPD

Structure (XYZ):
```
22
Properties=species:S:1:pos:R:3
H -0.553 0.593 2.349
N -1.456 0.289 1.985
C -1.548 0.477 0.729
C -2.832 0.107 0.037
N -0.529 1.034 -0.044
C -0.478 0.969 -1.425
H -3.227 0.953 -0.526
H -2.675 -0.718 -0.661
H -3.554 -0.205 0.786
H 0.532 0.654 0.363
H 0.690 0.530 -1.621
H -1.094 0.222 -1.924
H -0.515 1.938 -1.923
C 2.037 -0.166 -1.078
C 1.895 -0.139 0.303
C 1.614 -1.398 1.086
H 2.710 0.530 -1.562
H 1.926 -1.109 -1.603
H 2.467 0.615 0.840
H 1.021 -1.185 1.977
H 2.538 -1.880 1.412
H 1.032 -2.111 0.499
```

Values from the calculation:
SMILES = [H]/N=C(/C)NC.C=CC
net charge = 0
calculated total energy = -9426.5778 eV
2S+1 = 1



# 3
C6H14N2 | ωB97M-V/def2-TZVPD

Structure (XYZ):
```
22
Properties=species:S:1:pos:R:3
C -1.410 -2.400 -0.319
N -0.639 -1.750 0.665
C -1.339 -0.570 1.152
C -0.896 0.802 0.604
C 0.436 1.120 1.275
C 1.384 2.064 0.447
C 1.690 1.806 -0.941
N 1.022 1.100 -1.803
H -2.424 -2.537 0.220
H -1.674 -1.734 -1.216
H -1.064 -3.272 -0.638
H -1.233 -0.428 2.272
H -2.470 -0.615 1.107
H -0.674 0.605 -0.479
H -1.556 1.677 0.717
H 0.201 1.645 2.207
H 0.913 0.154 1.361
H 2.205 2.565 1.021
H 2.664 2.235 -1.265
H 1.864 -1.569 -2.123
H 1.477 1.043 -2.708
H 1.524 -1.940 -1.556
```

Values from the calculation:
net charge = 0
calculated total energy = -9421.3707 eV
2S+1 = 1



# 4
C6H14N2 | ωB97M-V/def2-TZVPD

Structure (XYZ):
```
22
Properties=species:S:1:pos:R:3
C 0.939 -1.256 -1.499
C 0.136 -0.188 -1.605
C -1.292 -0.393 -2.057
N 0.598 1.092 -1.309
N -0.308 2.113 -0.993
H 1.974 -1.165 -1.185
H 0.588 -2.257 -1.734
H -1.622 -1.424 -1.882
H -1.996 0.248 -1.518
H -1.380 -0.185 -3.128
H 1.439 1.054 -0.724
H -0.907 2.305 -1.800
H 0.190 2.988 -0.821
C -1.062 -0.708 1.780
C -0.159 0.095 2.355
C 1.273 -0.269 2.557
H -2.083 -0.374 1.628
H -0.800 -1.701 1.429
H -0.466 1.089 2.674
H 1.450 -0.536 3.603
H 1.912 0.583 2.306
H 1.576 -1.109 1.924
```

Values from the calculation:
SMILES = C=C(C)NN.C=CC
net charge = 0
calculated total energy = -9426.6842 eV
2S+1 = 1



# 5
C6H14N2O | ωB97M-V/def2-TZVPD

Structure (XYZ):
```
23
Properties=species:S:1:pos:R:3
C -0.892 -2.320 3.036
C -0.308 -1.265 2.473
N -0.506 -0.796 1.186
O -1.616 -1.321 0.491
H -1.613 -2.926 2.509
H -0.646 -2.606 4.044
H 0.437 -0.678 2.997
H -0.480 0.230 1.083
H -2.400 -1.216 1.056
C -0.015 2.378 -0.179
C -0.621 2.409 0.878
H 0.396 2.586 -1.136
H -0.999 2.972 1.698
C 2.107 0.514 -1.821
N 0.731 0.418 -1.363
C -0.219 0.110 -2.423
H 2.756 0.694 -0.965
H 2.453 -0.386 -2.347
H 2.193 1.360 -2.507
H 0.653 -0.280 -0.625
H -1.202 -0.029 -1.978
H -0.253 0.948 -3.123
H 0.045 -0.795 -2.985
```

Values from the calculation:
SMILES = C=CNO.C#C.CNC
net charge = 0
calculated total energy = -11471.1972 eV
2S+1 = 1



# 6
C6H14N2O | ωB97M-V/def2-TZVPD

Structure (XYZ):
```
23
Properties=species:S:1:pos:R:3
C 2.088 0.779 0.133
C 0.990 0.176 0.565
C 0.382 0.410 1.923
C -1.120 0.680 1.831
O 0.516 -0.977 -0.166
N 0.790 -2.265 0.325
H 2.564 1.560 0.700
H 2.543 0.512 -0.807
H 0.898 1.244 2.401
H 0.546 -0.468 2.560
H -1.555 0.741 2.826
H -1.618 -0.108 1.269
H -1.296 1.621 1.315
H 0.336 -2.388 1.229
H 1.796 -2.370 0.430
C -2.101 -0.103 -1.714
C -0.944 0.513 -1.886
N 0.031 0.173 -2.803
H -2.363 -0.986 -2.281
H -2.829 0.234 -1.001
H -0.618 1.357 -1.231
H 0.961 0.468 -2.546
H 0.002 -0.801 -3.070
```

Values from the calculation:
SMILES = C=C(CC)ON.C=CN
net charge = 0
calculated total energy = -11473.3476 eV
2S+1 = 1



Calculated values (Eh/bohr) of strongest force on any atom for the records, taken in order: 0.020, 0.052, 0.112, 0.038, 0.034, 0.050.
Calculated values (eV) of orbital gap for the records, taken in order: 8.34, 9.25, 3.72, 8.22, 9.30, 8.61.
Calculated values (kJ/mol) of energy relative to the best compared isomer or geometry (same formula, charge and spin) for the records, taken in order: 199.0, 280.4, 782.9, 270.2, 634.2, 426.7.